(A)
Density functional theory data (wB97M-V/def2-TZVPD) for C4H8FN in the gas phase.

## Properties
E_LUMO ... 0.9 eV

Geometry (Å):
H: 0.075 1.475 0.392
H: 2.190 0.834 0.267
H: -2.495 1.265 -0.161
H: -0.826 0.652 1.595
C: 1.824 -0.029 -0.339
H: 1.618 0.386 -1.331
H: -1.601 0.353 -1.320
C: -1.793 0.420 -0.296
H: -2.606 -0.234 0.086
N: 0.466 -0.502 0.373
F: 1.103 -2.560 0.120
C: -0.506 0.542 0.530
H: 2.520 -0.821 -0.425
C: 0.030 -1.783 0.509

Results of the Mulliken charge analysis, in e, for atoms 1 through 5: 0.366 0.300 0.362 0.238 -0.793

=====

(B)
Density functional theory data (wB97M-V/def2-TZVPD) for C4H8FN in the gas phase.

## Properties
E_LUMO ... 1.1 eV

Geometry (Å):
N: -0.977 1.323 0.241
H: -1.078 -0.902 1.271
H: -0.518 2.152 -0.246
C: 1.594 -0.127 0.448
H: -1.989 1.549 0.301
H: 2.136 -0.907 0.980
H: -1.182 0.281 -1.571
H: -1.342 -1.879 -0.284
H: 0.814 -1.193 -1.241
F: 2.432 0.575 -0.329
C: -0.739 0.204 -0.642
C: 0.505 -0.601 -0.402
H: 1.181 0.573 1.260
C: -0.836 -1.047 0.214

Results of the Mulliken charge analysis, in e, for atoms 1 through 5: -0.670 0.307 0.229 -0.505 0.229

=====

Most stable: (B). Least stable: (A).

=====

(A)
Density functional theory data (wB97M-V/def2-TZVPD) for a 2-piece molecular cluster, C2 overall.

## Properties
E_LUMO ... -2.3 eV

Geometry (Å):
C: 0.000 0.000 -1.218
C: 0.000 0.000 1.218

The molecule's Mulliken atomic charges, reported in e, are given here: 0.000 0.000

=====

(B)
Density functional theory data (wB97M-V/def2-TZVPD) for a 2-piece molecular cluster, C2 overall.

## Properties
E_LUMO ... -2.4 eV

Geometry (Å):
C: 0.000 0.000 -1.317
C: 0.000 0.000 1.317

The molecule's Mulliken atomic charges, reported in e, are given here: 0.000 0.000

=====

Most stable: (A). Least stable: (B).

=====

(A)
Density functional theory data (wB97M-V/def2-TZVPD) for C2 in the gas phase.

## Properties
E_LUMO ... -4.7 eV

Geometry (Å):
C: -0.618 0.047 -0.003
C: 0.618 -0.047 0.003

The molecule's Mulliken atomic charges, reported in e, are given here: 0.000 0.000

=====

(B)
Density functional theory data (wB97M-V/def2-TZVPD) for C2 in the gas phase.

## Properties
E_LUMO ... -4.0 eV

Geometry (Å):
C: 0.000 0.000 0.767
C: 0.000 0.000 -0.767

The molecule's Mulliken atomic charges, reported in e, are given here: 0.000 0.000

=====

Most stable: (A). Least stable: (B).